# 1
{
  "formula": "C31H26Br2MnN2P",
  "method": "the ωB97M-V functional and the def2-TZVPD basis",
  "species": ["Br", "Br", "Mn", "P", "N", "N", "C", "C", "C", "C", "C", "C", "C", "C", "C", "C", "C", "C", "C", "C", "C", "C", "C", "C", "C", "C", "C", "C", "C", "C", "C", "C", "C", "C", "C", "C", "C", "H", "H", "H", "H", "H", "H", "H", "H", "H", "H", "H", "H", "H", "H", "H", "H", "H", "H", "H", "H", "H", "H", "H", "H", "H", "H"],
  "coordinates": [[3.096, -6.194, -3.202], [3.199, -4.457, 4.426], [-0.328, -1.229, -0.321], [-1.075, 1.007, 0.212], [0.627, -2.220, 1.305], [0.717, -2.715, -1.319], [1.462, -3.206, 0.919], [-0.782, 4.030, 2.921], [-1.362, 3.448, 4.037], [1.988, 0.949, 1.383], [2.187, -4.571, -1.076], [-3.946, 2.586, -2.196], [-4.199, 1.482, -3.012], [2.142, -4.786, -2.451], [-2.418, 1.253, -0.922], [0.683, -2.924, -2.642], [0.494, 1.140, -0.721], [-0.032, 4.039, 0.541], [2.883, 0.929, -0.925], [1.472, -3.517, -0.540], [-0.661, 3.343, 1.716], [-3.594, 0.262, -2.767], [1.271, -2.561, 3.579], [-2.720, 0.120, -1.686], [0.416, 1.229, -2.126], [2.249, -3.886, 1.830], [2.155, -3.554, 3.180], [2.795, 1.010, -2.302], [1.382, -3.943, -3.253], [-1.748, 1.445, 2.797], [-1.859, 2.152, 3.979], [0.531, -1.921, 2.606], [1.753, 0.986, -0.104], [-3.050, 2.478, -1.150], [-2.167, -1.209, -1.311], [1.552, 1.164, -2.908], [-1.147, 2.025, 1.676], [2.558, 0.060, 1.656], [-2.099, -1.907, -2.147], [1.331, -4.079, -4.323], [-0.547, 1.369, -2.601], [1.159, -2.290, 4.618], [2.589, 1.810, 1.681], [-2.334, 1.707, 4.842], [1.080, 0.978, 1.981], [-0.169, -1.137, 2.867], [1.472, 1.255, -3.983], [2.772, -5.230, -0.455], [0.074, -2.242, -3.220], [-0.136, 5.117, 0.648], [-3.833, -0.595, -3.384], [-1.441, 4.017, 4.954], [-2.151, 0.439, 2.739], [-0.423, 5.049, 2.979], [-4.436, 3.528, -2.395], [-2.740, -1.671, -0.497], [3.694, 0.972, -2.902], [-0.481, 3.758, -0.412], [-2.831, 3.333, -0.524], [2.928, -4.665, 1.522], [3.855, 0.837, -0.455], [-4.894, 1.579, -3.835], [1.036, 3.821, 0.471]],
  "spin_multiplicity": 5,
  "orbital_gap_ev": [6.9, 7.6],
  "largest_force_ev_per_a": 0.36,
  "charge": 2,
  "lumo_energy_ev": [-7.2828, -6.6980],
  "molar_mass_g_mol": 672.3,
  "s_squared": 6.361
}

# 2
{
  "formula": "C31H42MnN3OP",
  "method": "the ωB97M-V functional and the def2-TZVPD basis",
  "species": ["Mn", "P", "O", "N", "N", "N", "C", "C", "C", "C", "C", "C", "C", "C", "C", "C", "C", "C", "C", "C", "C", "C", "C", "C", "C", "C", "C", "C", "C", "C", "C", "C", "C", "C", "C", "C", "C", "H", "H", "H", "H", "H", "H", "H", "H", "H", "H", "H", "H", "H", "H", "H", "H", "H", "H", "H", "H", "H", "H", "H", "H", "H", "H", "H", "H", "H", "H", "H", "H", "H", "H", "H", "H", "H", "H", "H", "H", "H", "H"],
  "coordinates": [[0.543, 0.083, 0.732], [-2.843, -0.317, 1.699], [-1.496, 0.037, 1.069], [0.957, -2.697, 3.175], [0.821, -2.029, -0.424], [0.422, -0.998, -2.278], [-3.623, -1.625, 0.755], [-2.561, -0.916, 3.369], [-0.159, 2.266, -4.884], [-0.969, 0.813, -3.106], [-3.857, 1.156, 1.768], [-1.354, -4.186, 2.607], [2.277, 0.631, 1.959], [0.475, -2.774, 1.918], [0.993, -2.972, -1.436], [1.232, 0.418, -4.110], [0.419, -0.824, -0.936], [1.102, 1.249, 2.492], [2.536, -0.316, -4.175], [1.020, 1.523, -4.945], [-1.140, 1.908, -3.957], [-0.669, -3.534, 1.585], [3.195, -0.235, 2.748], [-0.813, -4.156, 3.900], [-2.050, 0.460, -2.133], [-0.582, 3.060, 1.634], [1.380, 2.004, 0.296], [1.220, -1.983, 0.944], [0.217, 0.069, -3.203], [0.742, -2.327, -2.589], [-0.402, 3.406, -5.829], [1.217, 2.789, -0.956], [0.631, 1.102, 3.893], [0.364, -3.424, 4.125], [0.550, 2.116, 1.470], [2.454, 1.083, 0.603], [3.628, 0.790, -0.264], [-3.386, 1.900, 2.428], [-4.852, 0.909, 2.161], [4.008, -0.226, -0.094], [-3.808, -1.302, -0.278], [-1.811, 0.787, -1.111], [-2.064, 2.485, -3.901], [-2.964, -2.505, 0.723], [-2.974, 0.976, -2.429], [1.622, 2.248, -1.820], [3.658, 0.326, 3.574], [-1.271, -4.694, 4.725], [-0.444, 1.299, 3.978], [4.008, -0.629, 2.128], [1.148, 1.800, 4.570], [0.838, -3.418, 5.109], [-0.958, -3.620, 0.537], [2.306, -2.050, 1.090], [-2.272, -4.740, 2.391], [1.723, 3.765, -0.905], [-2.260, -0.615, -2.094], [0.741, -2.690, -3.600], [-0.244, 4.043, 2.000], [-3.958, 1.606, 0.771], [0.543, 3.805, -6.212], [-4.571, -1.909, 1.231], [4.465, 1.483, -0.069], [2.646, -1.085, 3.182], [0.156, 2.979, -1.161], [-2.370, -0.060, 4.027], [-3.440, -1.473, 3.720], [-1.007, 3.093, -6.693], [1.274, -3.988, -1.225], [3.375, 0.886, -1.328], [1.807, 1.803, -5.649], [-1.685, -1.579, 3.376], [2.991, -0.498, -3.192], [3.245, 0.300, -4.745], [0.825, 0.086, 4.265], [2.450, -1.277, -4.700], [-1.321, 2.685, 2.354], [-0.950, 4.211, -5.326], [-1.093, 3.233, 0.677]],
  "spin_multiplicity": 5,
  "orbital_gap_ev": [1.9, 6.0],
  "largest_force_ev_per_a": 2.36,
  "charge": -1,
  "lumo_energy_ev": [2.5066, 2.4567],
  "molar_mass_g_mol": 558.6,
  "relative_energy_kj_mol": 0.0,
  "s_squared": 6.045
}

# 3
{
  "formula": "C17H20BrFN6O2",
  "method": "the ωB97M-V functional and the def2-TZVPD basis",
  "species": ["Br", "F", "O", "O", "N", "N", "N", "N", "N", "N", "C", "C", "C", "C", "C", "C", "C", "C", "C", "C", "C", "C", "C", "C", "C", "C", "C", "H", "H", "H", "H", "H", "H", "H", "H", "H", "H", "H", "H", "H", "H", "H", "H", "H", "H", "H", "H"],
  "coordinates": [[0.521, -4.658, 1.105], [-3.470, 1.600, 3.135], [0.622, -1.268, 2.219], [-0.382, -4.778, -1.834], [-1.615, 1.874, -0.719], [-1.061, 2.087, 0.480], [-1.516, -1.293, -0.121], [-1.545, -1.578, 2.826], [-0.694, 1.412, -1.504], [-1.399, -2.742, -1.983], [0.479, 1.318, -0.819], [-1.901, 2.482, 1.593], [-1.261, 0.802, 3.396], [-0.420, -3.400, 0.086], [-2.315, 1.264, 2.414], [-1.753, -1.607, -1.384], [0.247, 1.748, 0.459], [1.743, 0.842, -1.435], [2.446, 1.891, -2.250], [2.067, 2.105, -3.685], [-0.495, -1.688, 1.982], [3.423, 1.550, -3.336], [-0.743, -3.632, -1.256], [1.782, -0.601, -1.856], [2.558, -0.152, -0.647], [-1.500, -0.614, 3.921], [-0.846, -2.198, 0.603], [0.892, 1.834, 1.316], [-0.685, -4.735, -2.753], [4.282, 2.196, -3.452], [-0.702, -0.895, 4.607], [1.338, 1.418, -4.095], [-2.448, -1.828, 2.459], [2.193, -0.460, 0.324], [-2.790, 2.943, 1.167], [3.632, -0.079, -0.749], [2.677, 2.788, -1.684], [-0.286, 0.813, 2.911], [2.008, 3.117, -4.060], [-2.591, 0.474, 1.711], [-2.267, -0.869, -1.987], [-1.232, 1.514, 4.224], [-2.446, -0.678, 4.457], [0.884, -1.178, -1.689], [-1.376, 3.215, 2.208], [3.616, 0.509, -3.558], [2.329, -0.866, -2.749]],
  "orbital_gap_ev": 9.6,
  "largest_force_ev_per_a": 0.29,
  "charge": 0,
  "lumo_energy_ev": 0.3764,
  "molar_mass_g_mol": 439.3,
  "relative_energy_kj_mol": 22.8,
  "smiles": "O=C(NCC[C@@H](F)Cn1cc(C2(C3CC3)CC2)nn1)c1ncnc(O)c1Br"
}